Entry 1:
{"formula": "C2H6BrOP", "method": "the ωB97M-V functional and the def2-TZVPD basis", "symbols": ["C", "C", "O", "P", "Br", "H", "H", "H", "H", "H", "H"], "positions_angstrom": [[0.118, 1.352, 0.510], [-0.524, 0.320, -0.403], [1.574, -1.472, -0.001], [-0.085, -1.379, 0.249], [-2.919, 0.448, -0.023], [0.048, 0.873, 1.412], [1.113, 1.278, 0.074], [-0.397, 2.236, 0.430], [-0.639, 0.482, -1.388], [2.213, -2.190, 0.138], [-0.501, -1.949, -0.999]], "e_homo_ha": -0.3515, "smiles": "C[C@H](Br)PO", "relative_energy_kj_mol": 294.9}

Entry 2:
{"formula": "C22H43N2P3SV", "method": "the ωB97M-V functional and the def2-TZVPD basis", "symbols": ["V", "P", "P", "P", "H", "C", "C", "H", "C", "C", "C", "C", "C", "C", "C", "C", "C", "H", "H", "H", "H", "H", "H", "H", "H", "H", "H", "H", "H", "H", "H", "H", "H", "H", "H", "H", "H", "H", "H", "H", "H", "H", "H", "H", "H", "H", "C", "C", "C", "C", "C", "C", "S", "H", "H", "H", "H", "H", "H", "N", "C", "C", "C", "C", "C", "N", "H", "H", "H", "H", "H", "H"], "positions_angstrom": [[0.333, 0.066, 0.363], [0.018, -1.054, 2.401], [2.514, -1.424, -0.109], [-1.534, 1.654, 0.753], [0.915, -2.066, -2.210], [0.566, -1.073, -1.899], [0.526, -0.026, -2.802], [1.222, 0.054, -3.649], [-0.859, -2.630, 2.136], [1.519, -1.471, 3.358], [-0.954, -0.244, 3.714], [3.449, -1.462, -1.691], [3.987, -1.102, 0.940], [2.201, -3.213, 0.141], [-1.802, 2.790, -0.650], [-1.129, 2.931, 1.997], [-3.209, 1.147, 1.355], [-0.158, -1.148, -1.010], [-0.322, 0.674, -2.790], [-1.046, -3.122, 3.098], [-0.279, -3.299, 1.490], [-1.818, -2.427, 1.643], [1.222, -1.844, 4.345], [2.131, -0.573, 3.506], [2.128, -2.227, 2.857], [-0.890, -0.861, 4.618], [-2.006, -0.148, 3.422], [-0.555, 0.754, 3.935], [4.191, -2.270, -1.637], [3.949, -0.495, -1.814], [2.819, -1.631, -2.566], [4.659, -1.970, 0.899], [3.718, -0.909, 1.981], [4.525, -0.227, 0.557], [3.022, -3.781, -0.312], [1.268, -3.509, -0.349], [2.130, -3.472, 1.202], [-2.525, 3.564, -0.349], [-2.157, 2.267, -1.554], [-0.847, 3.276, -0.880], [-1.844, 3.764, 1.904], [-0.122, 3.315, 1.840], [-1.197, 2.518, 3.013], [-3.991, 1.627, 0.745], [-3.357, 1.451, 2.406], [-3.363, 0.065, 1.294], [-3.708, -0.844, -2.819], [-4.878, -1.602, -2.642], [-5.768, -1.750, -3.703], [-5.480, -1.167, -4.946], [-4.266, -0.475, -5.156], [-3.370, -0.304, -4.084], [-2.742, -0.537, -1.380], [-1.564, -0.966, -1.937], [-5.076, -2.027, -1.656], [-6.689, -2.312, -3.542], [-6.205, -1.224, -5.760], [-4.019, -0.067, -6.145], [-2.433, 0.246, -4.214], [2.875, 1.559, -1.214], [2.804, 2.020, 0.081], [3.861, 2.840, 0.539], [3.894, 3.253, 1.862], [2.883, 2.786, 2.707], [1.924, 1.913, 2.225], [1.851, 1.549, 0.919], [2.019, 1.394, -1.770], [3.630, 1.974, -1.749], [4.645, 3.083, -0.182], [4.689, 3.912, 2.229], [2.858, 3.053, 3.768], [1.221, 1.455, 2.927]], "total_charge": 3, "spin_multiplicity": 3, "e_homo_ha": [-0.5772, -0.5773], "relative_energy_kj_mol": 95.0}

Entry 3:
{"formula": "C11H8FN2O2", "method": "the ωB97M-V functional and the def2-TZVPD basis", "symbols": ["O", "C", "O", "C", "C", "C", "C", "N", "N", "F", "C", "C", "C", "C", "C", "C", "H", "H", "H", "H", "H", "H", "H", "H"], "positions_angstrom": [[1.917, 2.080, 0.410], [0.873, 1.611, 0.090], [0.428, 1.668, -1.292], [0.672, 0.452, -1.856], [-0.395, -0.559, -2.047], [0.008, -1.828, -2.680], [1.461, -1.918, -3.049], [2.366, -0.961, -2.832], [1.924, 0.120, -2.289], [2.850, 1.085, -2.118], [-0.009, 0.987, 1.205], [-1.465, 0.989, 0.929], [-2.374, 0.465, 1.932], [-1.812, -0.052, 3.194], [-0.372, -0.091, 3.452], [0.552, 0.442, 2.435], [-1.453, -0.374, -1.758], [-0.712, -2.651, -2.872], [1.782, -2.873, -3.533], [-1.847, 1.394, -0.043], [-3.468, 0.501, 1.735], [-2.560, -0.412, 3.939], [-0.015, -0.509, 4.419], [1.648, 0.434, 2.632]], "total_charge": 1, "e_homo_ha": -0.4679, "smiles": "O=C(Oc1cccn[n+]1F)c1ccccc1"}

Entry 4:
{"formula": "C2H8N6", "method": "the ωB97M-V functional and the def2-TZVPD basis", "symbols": ["C", "C", "H", "H", "H", "H", "H", "H", "H", "H", "N", "N", "N", "N", "N", "N"], "positions_angstrom": [[-1.383, 0.252, -0.206], [1.251, 0.325, -0.258], [-0.322, -2.270, -0.931], [-1.106, -1.900, 0.645], [-0.290, 1.924, 0.424], [-1.827, 2.320, 0.101], [-3.298, 0.039, -0.015], [3.223, -0.682, 0.191], [1.660, -1.800, 0.563], [2.434, 1.887, -0.386], [-0.114, -1.727, 0.004], [-0.134, -0.261, -0.151], [-1.283, 1.503, 0.428], [-2.362, -0.529, -0.267], [2.144, -0.716, 0.211], [1.407, 1.636, -0.352]], "e_homo_ha": -0.3309, "smiles": "[H]/N=C(\\N)N(N)/C(N)=N/[H]", "relative_energy_kj_mol": 304.7}

Entry 5:
{"formula": "C15H36NO7P2S3", "method": "the ωB97M-V functional and the def2-TZVPD basis", "symbols": ["C", "C", "C", "O", "P", "P", "N", "H", "H", "H", "H", "H", "H", "H", "H", "H", "H", "H", "H", "C", "C", "C", "S", "O", "O", "C", "H", "H", "H", "H", "H", "H", "H", "H", "C", "C", "C", "S", "O", "O", "C", "H", "H", "H", "H", "H", "H", "H", "H", "C", "C", "C", "S", "O", "O", "C", "H", "H", "H", "H", "H", "H", "H", "H"], "positions_angstrom": [[-1.678, 0.430, 0.763], [-1.566, 0.538, -0.793], [-0.463, -0.388, -1.402], [-0.696, -1.719, -0.871], [0.609, -2.721, -1.010], [2.537, -1.879, -0.347], [3.654, -2.245, -1.433], [-2.753, 0.520, 1.005], [-1.092, 1.211, 1.279], [-1.352, -0.543, 1.183], [-2.542, 0.221, -1.219], [-1.379, 1.593, -1.058], [-0.635, -0.392, -2.503], [0.558, 0.006, -1.239], [0.681, -3.170, -2.363], [0.322, -3.852, -0.182], [2.498, -0.459, -0.220], [2.922, -2.409, 0.927], [4.022, -1.352, -1.814], [-1.031, -3.855, 5.775], [-2.197, -3.725, 4.790], [-2.086, -2.348, 4.127], [-0.346, -1.924, 4.146], [-0.158, -0.778, 4.999], [0.172, -1.958, 2.792], [0.205, -3.381, 5.019], [-0.914, -4.878, 6.131], [-1.207, -3.213, 6.642], [-2.121, -4.507, 4.030], [-3.160, -3.844, 5.286], [-2.440, -2.363, 3.097], [-2.622, -1.586, 4.691], [1.039, -3.127, 5.670], [0.518, -4.116, 4.276], [-4.444, 5.489, 2.105], [-5.536, 5.256, 1.056], [-5.092, 4.076, 0.185], [-4.045, 3.057, 1.222], [-2.702, 3.084, 0.689], [-4.725, 1.816, 1.519], [-4.103, 4.111, 2.661], [-4.775, 6.167, 2.891], [-3.563, 5.929, 1.629], [-6.476, 5.010, 1.558], [-5.713, 6.145, 0.452], [-5.938, 3.485, -0.159], [-4.499, 4.407, -0.666], [-3.147, 4.080, 3.180], [-4.896, 3.741, 3.312], [5.873, 0.450, -6.483], [4.912, -0.742, -6.508], [5.154, -1.553, -5.230], [5.753, -0.389, -4.008], [7.112, -0.728, -3.673], [4.739, -0.200, -2.988], [5.769, 1.038, -5.080], [5.622, 1.189, -7.244], [6.893, 0.107, -6.670], [3.881, -0.379, -6.524], [5.055, -1.358, -7.396], [4.240, -2.018, -4.865], [5.923, -2.311, -5.375], [6.604, 1.685, -4.819], [4.826, 1.568, -4.944]], "total_charge": 1, "e_homo_ha": -0.4407}

Entry 6:
{"formula": "C5H10NP", "method": "the ωB97M-V functional and the def2-TZVPD basis", "symbols": ["C", "C", "C", "C", "C", "N", "P", "H", "H", "H", "H", "H", "H", "H", "H", "H", "H"], "positions_angstrom": [[1.968, 0.634, 0.260], [1.513, -0.599, 0.078], [0.842, 1.595, 0.449], [-0.444, 0.804, 0.022], [0.078, -0.591, -0.294], [-0.588, -1.675, 0.406], [-2.226, -2.060, 0.087], [2.922, 0.977, 0.338], [2.301, -1.396, 0.015], [0.754, 2.044, 1.430], [0.783, 2.474, -0.086], [-1.146, 0.954, 0.879], [-0.974, 1.102, -0.814], [-0.100, -0.788, -1.470], [-0.209, -2.600, 0.445], [-2.447, -0.810, -0.348], [-2.133, -2.385, -1.359]], "e_homo_ha": -0.3237, "smiles": "PN[C@@H]1C=CCC1", "relative_energy_kj_mol": 120.9}

| no. | calculated total energy (eV) |
| --- | --- |
| 1 | -83548.3553 |
| 2 | -90854.0728 |
| 3 | -21317.1059 |
| 4 | -11140.9014 |
| 5 | -83034.9516 |
| 6 | -16123.6558 |